DFT (ωB97M-V with the def2-TZVPD basis set) results for 2 unconnected molecules or ions with the total composition C9H14 at a distorted geometry.

**Max |F|**: 5.8 eV/Å
**Relative energy (zero: lowest compared OMol25 entry of this formula, charge and spin)**: 49.8 kcal/mol
**Total energy**: -351.250789 a.u.
**E_HOMO**: -8.68 eV
**Lowest unoccupied orbital energy**: 1.0 eV

Positions of all 23 atoms, in Å:
C (-0.8893, 1.3636, 2.5796)
H (2.3605, -2.7403, -1.7796)
H (-1.4870, 3.6537, 1.2641)
C (-0.7359, -0.6622, 0.6464)
H (2.0550, -0.5255, -3.8062)
C (-2.0088, 2.8073, 0.9006)
H (0.4668, -1.7727, 2.2244)
H (-1.9589, 0.6672, -0.5996)
C (-1.4001, 0.4106, 0.3189)
C (2.1600, -1.7876, -1.9472)
H (1.3740, -1.4108, -1.4409)
H (-0.6227, -1.4241, -0.0050)
H (3.0424, -1.3652, -1.4779)
H (0.1935, 0.0120, 3.9044)
C (-0.0714, -0.8540, 1.9341)
C (1.8971, -1.6451, -3.4489)
H (0.8677, -1.7029, -3.8107)
H (-2.9858, 2.8922, 1.2005)
H (2.4984, -2.4090, -4.0380)
H (-2.0245, 2.8111, -0.1013)
C (-0.1530, 0.1884, 2.8394)
C (-1.3891, 1.5145, 1.2723)
H (-1.1890, 1.9788, 3.3707)


DFT (ωB97M-V with the def2-TZVPD basis set) results for a gas-phase ion, C7H5N2O4 (charge -1) at a distorted geometry.

**Max |F|**: 4.6 eV/Å
**Relative energy (zero: lowest compared OMol25 entry of this formula, charge and spin)**: 101.0 kcal/mol
**Total energy**: -680.032985 a.u.
**E_HOMO (alpha / beta)**: -1.94 / -1.94 eV
**Lowest unoccupied orbital energy (alpha / beta)**: 2.9 / 2.9 eV
**Net charge**: -1

Positions of all 18 atoms, in Å:
H (0.9693, 1.6500, 2.0997)
O (2.9607, -1.7921, -1.6134)
N (2.0943, -0.8456, 1.7893)
C (-0.3461, 1.4893, 0.4017)
O (2.3763, -2.1527, 1.2719)
O (2.6726, -0.5182, 2.8611)
C (-0.2523, -0.5551, -0.8820)
C (0.6895, -1.0289, -0.0070)
C (0.6167, 1.0495, 1.2750)
H (0.7784, -3.2250, 0.2319)
N (2.1695, -2.6361, -1.1878)
C (1.3807, -2.3415, 0.0021)
H (-0.7765, 2.4734, 0.5421)
H (-1.5403, 1.1011, -1.3434)
C (-0.7862, 0.7146, -0.6746)
C (1.1558, -0.2399, 1.0773)
H (-0.5697, -1.1570, -1.7223)
O (1.9233, -3.7191, -1.7476)


Please write out number 1 again, unchanged.
DFT (ωB97M-V with the def2-TZVPD basis set) results for 2 unconnected molecules or ions with the total composition C9H14 at a distorted geometry.

**Max |F|**: 5.8 eV/Å
**Relative energy (zero: lowest compared OMol25 entry of this formula, charge and spin)**: 49.8 kcal/mol
**Total energy**: -351.250789 a.u.
**E_HOMO**: -8.68 eV
**Lowest unoccupied orbital energy**: 1.0 eV

Positions of all 23 atoms, in Å:
C (-0.8893, 1.3636, 2.5796)
H (2.3605, -2.7403, -1.7796)
H (-1.4870, 3.6537, 1.2641)
C (-0.7359, -0.6622, 0.6464)
H (2.0550, -0.5255, -3.8062)
C (-2.0088, 2.8073, 0.9006)
H (0.4668, -1.7727, 2.2244)
H (-1.9589, 0.6672, -0.5996)
C (-1.4001, 0.4106, 0.3189)
C (2.1600, -1.7876, -1.9472)
H (1.3740, -1.4108, -1.4409)
H (-0.6227, -1.4241, -0.0050)
H (3.0424, -1.3652, -1.4779)
H (0.1935, 0.0120, 3.9044)
C (-0.0714, -0.8540, 1.9341)
C (1.8971, -1.6451, -3.4489)
H (0.8677, -1.7029, -3.8107)
H (-2.9858, 2.8922, 1.2005)
H (2.4984, -2.4090, -4.0380)
H (-2.0245, 2.8111, -0.1013)
C (-0.1530, 0.1884, 2.8394)
C (-1.3891, 1.5145, 1.2723)
H (-1.1890, 1.9788, 3.3707)